1.
Here is a structure of composition C35H51N9NaO6PS from the Open Molecules 2025 dataset. Energies are from the ωB97M-V functional and the def2-TZVPD basis.

Atoms and positions in Å:
Na (-0.219, -0.985, 0.241)
C (-1.720, -0.958, -4.525)
C (-1.076, -0.627, -3.212)
N (-1.617, -0.858, -2.072)
N (-2.907, -1.237, -2.041)
C (-3.301, -2.103, -1.133)
N (-4.681, -2.050, -0.905)
S (-2.402, -3.309, -0.318)
C (0.280, -0.030, -3.183)
C (0.943, 0.271, -4.377)
C (2.229, 0.790, -4.338)
C (2.835, 1.003, -3.112)
C (2.094, 0.697, -1.973)
N (0.860, 0.219, -1.996)
H (-2.694, -1.397, -4.329)
H (-1.113, -1.688, -5.075)
H (-1.849, -0.072, -5.161)
H (-5.183, -1.600, -1.657)
H (-5.053, -2.942, -0.624)
H (0.461, 0.087, -5.329)
H (2.756, 1.013, -5.259)
H (3.846, 1.381, -3.035)
H (2.521, 0.840, -0.982)
O (0.270, -4.853, -3.341)
C (0.889, -5.659, -2.475)
C (0.783, -7.043, -2.652)
C (1.462, -7.910, -1.815)
C (2.257, -7.417, -0.780)
C (2.331, -6.046, -0.581)
C (1.651, -5.152, -1.402)
C (1.674, -3.670, -1.158)
O (1.156, -2.922, -2.020)
N (2.337, -3.284, -0.061)
N (2.158, -2.003, 0.297)
C (3.080, -1.507, 1.037)
C (2.959, -0.136, 1.544)
C (3.944, 0.403, 2.378)
C (3.810, 1.700, 2.837)
C (2.687, 2.436, 2.482)
C (1.749, 1.820, 1.662)
N (1.888, 0.589, 1.180)
H (0.415, -3.928, -2.961)
H (0.147, -7.408, -3.452)
H (1.363, -8.981, -1.961)
H (2.801, -8.096, -0.134)
H (2.914, -5.628, 0.229)
H (3.963, -2.086, 1.299)
H (4.794, -0.207, 2.667)
H (4.564, 2.128, 3.486)
H (2.532, 3.446, 2.839)
H (0.821, 2.326, 1.397)
C (1.014, 3.885, -4.934)
C (0.064, 4.704, -4.052)
N (-0.091, 4.204, -2.698)
C (0.813, 4.673, -1.670)
C (2.186, 4.000, -1.639)
C (-0.911, 3.112, -2.417)
C (-1.958, 2.760, -3.453)
N (-0.854, 2.392, -1.370)
H (0.930, 4.193, -5.982)
H (0.775, 2.820, -4.864)
H (2.053, 4.006, -4.623)
H (-0.913, 4.745, -4.531)
H (0.419, 5.734, -3.983)
H (0.322, 4.521, -0.710)
H (0.929, 5.753, -1.797)
H (2.078, 2.913, -1.661)
H (2.721, 4.273, -0.725)
H (2.798, 4.300, -2.494)
H (-2.668, 3.579, -3.600)
H (-2.481, 1.882, -3.081)
H (-1.509, 2.515, -4.420)
H (-0.092, 2.566, -0.719)
C (-0.824, -0.853, 5.928)
C (0.222, -0.031, 5.172)
C (0.598, 1.199, 5.986)
C (1.464, -0.875, 4.894)
O (-0.296, 0.507, 3.946)
P (-1.101, -0.355, 2.811)
O (-0.628, -1.759, 2.781)
O (-1.058, 0.496, 1.589)
O (-2.602, -0.373, 3.429)
C (-3.595, 0.649, 3.230)
C (-3.064, 2.040, 3.588)
C (-4.106, 0.621, 1.790)
C (-4.714, 0.264, 4.187)
H (-0.396, -1.215, 6.867)
H (-1.142, -1.707, 5.326)
H (-1.705, -0.242, 6.147)
H (1.011, 0.905, 6.957)
H (-0.285, 1.827, 6.146)
H (1.344, 1.786, 5.440)
H (1.825, -1.336, 5.820)
H (2.257, -0.247, 4.476)
H (1.219, -1.656, 4.169)
H (-2.203, 2.286, 2.961)
H (-2.750, 2.072, 4.637)
H (-3.849, 2.786, 3.426)
H (-3.307, 0.895, 1.096)
H (-4.941, 1.321, 1.679)
H (-4.443, -0.386, 1.527)
H (-4.339, 0.244, 5.216)
H (-5.086, -0.733, 3.935)
H (-5.537, 0.982, 4.121)

HOMO energy, eV: -1.4
Orbital gap, eV: 5.21
Energy relative to the best compared isomer or geometry (same formula, charge and spin), eV: 0.242
Net charge: -2
E, eV: -87366.104

=====

2.
Here is a structure of composition C35H52AsAuP3Se at a distorted geometry from the Open Molecules 2025 dataset. Energies are from the ωB97M-V functional and the def2-TZVPD basis.

Atoms and positions in Å:
Au (1.384, 0.948, 1.648)
P (2.667, -0.970, 1.878)
P (-0.790, 0.377, 2.810)
P (1.623, 3.090, 2.481)
H (2.351, 4.091, -4.609)
C (3.392, 4.292, -4.312)
C (4.169, 3.335, -3.775)
H (3.797, 2.313, -3.689)
C (2.261, -2.322, 0.751)
C (2.619, -1.697, 3.550)
C (4.380, -0.489, 1.526)
C (-2.259, 1.253, 2.223)
C (-1.376, -1.346, 2.822)
C (-0.747, 0.715, 4.603)
C (2.779, 3.953, 1.391)
C (2.406, 3.144, 4.124)
C (0.139, 4.122, 2.516)
H (3.719, 5.313, -4.498)
H (5.204, 3.537, -3.473)
H (2.355, -1.976, -0.283)
H (1.227, -2.648, 0.910)
H (2.933, -3.179, 0.906)
H (1.621, -2.106, 3.768)
H (2.854, -0.934, 4.306)
H (3.353, -2.511, 3.640)
H (4.468, -0.322, 0.443)
H (5.096, -1.262, 1.841)
H (4.598, 0.451, 2.053)
H (-3.054, 1.003, 2.940)
H (-2.511, 0.889, 1.215)
H (-2.082, 2.335, 2.216)
H (-1.919, -1.488, 3.767)
H (-0.565, -2.075, 2.764)
H (-2.073, -1.517, 1.990)
H (-1.735, 0.407, 4.974)
H (-0.593, 1.782, 4.804)
H (0.028, 0.106, 5.089)
H (3.176, 4.843, 1.896)
H (2.291, 4.254, 0.455)
H (3.598, 3.263, 1.153)
H (2.707, 4.169, 4.373)
H (3.309, 2.521, 4.121)
H (1.731, 2.782, 4.908)
H (0.395, 5.142, 2.842)
H (-0.620, 3.722, 3.202)
H (-0.285, 4.172, 1.504)
C (-0.578, 3.226, -1.732)
C (0.794, 2.963, -1.903)
C (1.653, 4.049, -1.949)
C (1.253, 5.362, -1.758)
C (-0.089, 5.608, -1.469)
C (-0.986, 4.544, -1.406)
Se (-1.853, 1.844, -2.056)
H (-2.729, 2.702, -2.886)
H (1.157, 1.940, -2.052)
H (2.686, 3.872, -2.223)
H (1.994, 6.157, -1.861)
H (-0.428, 6.624, -1.302)
H (-2.049, 4.711, -1.194)
C (-5.037, -1.638, -4.099)
C (-5.010, -0.723, -3.045)
C (-4.041, -0.817, -2.046)
C (-3.091, -1.849, -2.110)
C (-3.137, -2.801, -3.129)
C (-4.114, -2.687, -4.126)
As (-1.694, -1.927, -0.727)
C (-2.299, -3.563, 0.175)
C (-3.685, -3.790, 0.284)
C (-4.143, -4.891, 1.012)
C (-3.244, -5.768, 1.628)
C (-1.874, -5.517, 1.531)
C (-1.390, -4.417, 0.812)
C (-0.270, -2.684, -1.859)
C (-0.018, -4.049, -2.029)
C (1.078, -4.461, -2.805)
C (1.890, -3.524, -3.445)
C (1.599, -2.161, -3.308)
C (0.521, -1.737, -2.535)
H (-5.773, -1.551, -4.902)
H (-5.748, 0.076, -3.007)
H (-4.031, -0.093, -1.229)
H (-2.404, -3.616, -3.137)
H (-4.138, -3.434, -4.916)
H (-4.403, -3.111, -0.187)
H (-5.206, -5.089, 1.101)
H (-3.594, -6.634, 2.196)
H (-1.152, -6.173, 2.017)
H (-0.319, -4.234, 0.719)
H (-0.667, -4.795, -1.560)
H (1.277, -5.524, -2.925)
H (2.749, -3.832, -4.048)
H (2.209, -1.403, -3.796)
H (0.311, -0.670, -2.476)

HOMO energy (alpha / beta), eV: -15.1 / -14.9
Orbital gap (alpha / beta), eV: 6.50 / 2.92
Net charge: +3
Spin multiplicity: 3
E, eV: -194855.202

=====

3.
Here is a structure of composition C35H52AsP3PtSe at a distorted geometry from the Open Molecules 2025 dataset. Energies are from the ωB97M-V functional and the def2-TZVPD basis.

Atoms and positions in Å:
Pt (-0.637, -0.820, 0.183)
P (-0.321, -2.450, 1.887)
P (0.477, -2.075, -1.480)
P (-2.182, 0.559, 1.313)
H (-4.966, 1.390, -7.157)
C (-5.112, 2.367, -6.683)
C (-4.210, 3.351, -6.755)
H (-3.329, 3.277, -7.396)
C (-1.589, -3.770, 1.851)
C (1.261, -3.367, 1.897)
C (-0.426, -1.831, 3.592)
C (0.151, -1.426, -3.159)
C (2.290, -2.255, -1.363)
C (-0.078, -3.825, -1.566)
C (-2.998, 1.788, 0.246)
C (-1.667, 1.496, 2.791)
C (-3.576, -0.411, 1.997)
H (-6.064, 2.530, -6.154)
H (-4.409, 4.308, -6.265)
H (-1.327, -4.490, 2.641)
H (-1.611, -4.289, 0.887)
H (-2.587, -3.367, 2.055)
H (1.208, -4.052, 2.753)
H (2.125, -2.705, 2.041)
H (1.407, -3.957, 0.988)
H (-0.119, -2.662, 4.241)
H (-1.442, -1.533, 3.868)
H (0.255, -0.990, 3.756)
H (0.715, -2.000, -3.906)
H (0.436, -0.369, -3.252)
H (-0.919, -1.496, -3.387)
H (2.603, -3.105, -1.992)
H (2.597, -2.456, -0.331)
H (2.785, -1.344, -1.711)
H (0.538, -4.328, -2.326)
H (-1.138, -3.885, -1.849)
H (0.065, -4.341, -0.607)
H (-3.652, 2.436, 0.850)
H (-3.588, 1.268, -0.522)
H (-2.231, 2.400, -0.245)
H (-2.515, 2.045, 3.228)
H (-0.885, 2.204, 2.499)
H (-1.263, 0.814, 3.549)
H (-4.220, 0.264, 2.578)
H (-3.221, -1.214, 2.652)
H (-4.148, -0.849, 1.170)
C (-3.596, -0.769, -2.373)
C (-2.941, 0.292, -3.035)
C (-3.624, 0.982, -4.042)
C (-4.910, 0.568, -4.387)
C (-5.566, -0.474, -3.742)
C (-4.911, -1.141, -2.723)
Se (-2.845, -1.860, -1.018)
H (-1.272, -0.168, -1.216)
H (-1.916, 0.577, -2.775)
H (-3.139, 1.825, -4.545)
H (-5.426, 1.051, -5.196)
H (-6.570, -0.750, -4.045)
H (-5.398, -1.956, -2.202)
C (5.569, -1.696, 3.265)
C (4.433, -1.433, 4.033)
C (3.299, -0.868, 3.426)
C (3.326, -0.521, 2.069)
C (4.440, -0.865, 1.289)
C (5.570, -1.440, 1.893)
As (1.726, 0.391, 1.226)
C (1.603, 1.987, 2.414)
C (1.475, 3.234, 1.784)
C (1.316, 4.394, 2.556)
C (1.250, 4.304, 3.946)
C (1.355, 3.065, 4.577)
C (1.573, 1.906, 3.814)
C (2.805, 1.286, -0.169)
C (4.000, 1.923, 0.230)
C (4.842, 2.487, -0.731)
C (4.491, 2.431, -2.082)
C (3.292, 1.823, -2.479)
C (2.443, 1.262, -1.524)
H (6.454, -2.131, 3.734)
H (4.410, -1.663, 5.100)
H (2.406, -0.719, 4.023)
H (4.454, -0.659, 0.211)
H (6.453, -1.675, 1.273)
H (1.537, 3.302, 0.702)
H (1.260, 5.364, 2.062)
H (1.129, 5.208, 4.550)
H (1.281, 2.980, 5.670)
H (1.723, 0.962, 4.338)
H (4.292, 1.960, 1.285)
H (5.785, 2.958, -0.426)
H (5.143, 2.855, -2.840)
H (3.006, 1.773, -3.527)
H (1.492, 0.803, -1.799)

HOMO energy (alpha / beta), eV: -17.2 / -17.6
Orbital gap (alpha / beta), eV: 6.37 / 2.38
Energy relative to the best compared isomer or geometry (same formula, charge and spin), eV: 0.192
Net charge: +4
Spin multiplicity: 5
E, eV: -194395.064

=====

4.
Here is a structure of composition C35H52BrClN4OPtSi2 at a distorted geometry from the Open Molecules 2025 dataset. Energies are from the ωB97M-V functional and the def2-TZVPD basis.

Atoms and positions in Å:
Pt (-1.541, -0.509, -1.078)
C (-4.249, -5.725, -2.079)
C (-3.566, -4.868, -1.049)
C (-3.596, -5.152, 0.310)
C (-2.963, -4.324, 1.221)
C (-2.317, -3.214, 0.702)
Br (-1.420, -1.974, 1.852)
N (-2.278, -2.910, -0.566)
C (-2.878, -3.718, -1.429)
H (-4.762, -6.565, -1.612)
H (-3.532, -6.123, -2.799)
H (-4.985, -5.144, -2.637)
H (-4.126, -6.030, 0.664)
H (-2.975, -4.517, 2.284)
H (-2.815, -3.417, -2.473)
C (6.541, 0.648, -0.798)
C (5.850, 1.246, 0.437)
C (6.209, 2.734, 0.492)
C (6.452, 0.554, 1.672)
C (4.294, 1.044, 0.316)
O (3.893, 1.196, -1.047)
C (3.444, 2.054, 1.108)
C (3.526, 2.148, 2.642)
C (2.745, 1.101, 3.402)
C (3.370, 0.088, 4.122)
C (2.637, -0.875, 4.801)
C (1.255, -0.818, 4.772)
Cl (0.326, -2.016, 5.629)
C (0.601, 0.191, 4.080)
C (1.353, 1.138, 3.399)
C (3.957, -0.422, 0.642)
N (2.736, -0.901, 0.008)
C (1.463, -0.552, 0.184)
N (0.693, -1.213, -0.659)
C (1.578, -1.994, -1.336)
N (2.826, -1.841, -0.963)
H (7.622, 0.660, -0.639)
H (6.324, 1.215, -1.701)
H (6.242, -0.384, -0.987)
H (7.294, 2.844, 0.437)
H (5.875, 3.215, 1.412)
H (5.789, 3.288, -0.353)
H (7.516, 0.795, 1.727)
H (6.376, -0.533, 1.616)
H (6.002, 0.874, 2.610)
H (4.038, 2.110, -1.314)
H (2.404, 1.878, 0.820)
H (3.679, 3.041, 0.703)
H (3.119, 3.126, 2.911)
H (4.558, 2.153, 2.986)
H (4.453, 0.047, 4.161)
H (3.132, -1.661, 5.356)
H (-0.480, 0.241, 4.086)
H (0.839, 1.932, 2.867)
H (3.890, -0.580, 1.717)
H (4.727, -1.074, 0.245)
H (1.127, 0.162, 0.919)
H (1.287, -2.690, -2.105)
C (-5.313, -0.852, -1.686)
Si (-4.640, 0.374, -0.440)
C (-5.899, 1.767, -0.417)
C (-4.737, -0.436, 1.241)
C (-2.960, 0.995, -0.905)
Si (-2.095, 2.326, 0.046)
C (-0.449, 2.804, -0.699)
C (-3.081, 3.927, 0.067)
C (-1.813, 1.883, 1.844)
H (-6.157, -1.407, -1.261)
H (-4.553, -1.568, -2.001)
H (-5.678, -0.335, -2.579)
H (-6.915, 1.365, -0.339)
H (-5.841, 2.361, -1.335)
H (-5.749, 2.444, 0.426)
H (-5.786, -0.655, 1.463)
H (-4.356, 0.214, 2.033)
H (-4.185, -1.376, 1.291)
H (-3.090, 1.471, -1.888)
H (-0.621, 3.343, -1.637)
H (0.167, 1.933, -0.933)
H (0.109, 3.472, -0.031)
H (-3.338, 4.238, -0.950)
H (-2.494, 4.730, 0.526)
H (-4.010, 3.833, 0.632)
H (-1.223, 0.969, 1.969)
H (-2.763, 1.734, 2.363)
H (-1.291, 2.709, 2.337)
C (-1.254, -0.175, -5.790)
C (-2.499, -0.117, -5.178)
C (-2.611, -0.151, -3.791)
C (-1.473, -0.259, -2.982)
C (-0.226, -0.311, -3.612)
C (-0.119, -0.271, -4.997)
H (-1.169, -0.139, -6.869)
H (-3.396, -0.041, -5.783)
H (-3.590, -0.124, -3.346)
H (0.676, -0.348, -3.022)
H (0.862, -0.306, -5.456)

HOMO energy, eV: -7.1
Orbital gap, eV: 7.48
Energy relative to the best compared isomer or geometry (same formula, charge and spin), eV: 0.930
E, eV: -146715.546